(a)
The following is a DFT calculation (wB97M-V/def2-TZVPD) of a cluster of 8 separate species, C6H26NO8 in total.

- Kohn-Sham gap: 5.22 eV
- M: 240.27 g mol⁻¹

Structure (ORCA input):
```
! wB97M-V def2-TZVPD RIJCOSX def2/J DEFGRID3
* xyz -1 1
C 1.436 0.407 2.610
O 1.128 1.398 1.604
C 1.045 -0.995 2.226
C -0.485 -1.119 2.289
C -1.248 -0.462 1.187
N -1.466 -0.822 -2.669
C -1.809 -0.399 -1.304
C -1.179 -0.796 -0.152
H 0.734 0.775 3.374
H 2.465 0.468 2.986
H 1.322 -1.161 1.171
H 1.609 -1.745 2.782
H -0.827 -2.170 2.316
H -0.808 -0.805 3.289
H -2.010 0.226 1.570
H 0.567 1.083 0.877
H -2.221 -1.438 -2.954
H -0.612 -1.372 -2.618
H -2.536 0.407 -1.372
H -0.340 -1.484 -0.350
H 3.215 0.639 -1.035
H 1.894 0.252 -0.419
O 2.603 -0.113 -0.962
H -0.835 0.993 -3.498
H -1.934 1.947 -3.033
O -1.138 1.912 -3.570
H -1.540 2.141 0.963
H -2.646 2.005 -0.009
O -2.143 2.697 0.441
H -2.041 -3.141 0.697
H -0.959 -3.524 -0.219
O -1.438 -3.882 0.545
H 0.149 2.716 -1.936
H -0.444 3.022 -0.561
O 0.397 3.015 -1.056
H 2.731 2.685 1.038
H 1.856 3.129 -0.023
O 2.837 3.039 0.142
H 1.609 -3.776 -0.954
H 1.799 -2.465 -1.706
O 1.264 -3.284 -1.712
*
```

***

(b)
The following is a DFT calculation (wB97M-V/def2-TZVPD) of a structure of composition C6H26NO8.

- Kohn-Sham gap: 9.05 eV
- M: 240.27 g mol⁻¹

Structure (ORCA input):
```
! wB97M-V def2-TZVPD RIJCOSX def2/J DEFGRID3
* xyz -1 1
C 0.506 -0.623 -1.418
N 1.769 -0.684 -2.167
C 2.758 -1.645 -1.692
O 2.485 -2.982 -2.153
C 0.743 -0.429 0.060
C 0.732 1.042 0.514
C 0.454 0.978 2.015
C 1.489 0.916 2.840
H 0.148 -1.687 -1.552
H -0.279 -0.065 -1.882
H 1.732 -0.528 -3.213
H 3.675 -1.388 -2.211
H 2.830 -1.807 -0.631
H -0.100 -0.957 0.606
H 1.582 -1.001 0.519
H 1.607 1.661 0.310
H -0.157 1.536 0.008
H -0.669 1.004 2.176
H 2.467 0.947 2.354
H 1.436 1.138 3.883
H 1.126 1.651 -2.276
H -0.069 2.744 -2.478
O 0.873 2.570 -2.480
H -2.053 -1.490 1.462
H -2.911 -0.567 3.387
O -2.887 -0.434 2.440
H 0.607 3.642 0.546
H 0.769 3.711 -0.994
O 1.160 4.010 -0.145
H -0.127 -3.801 1.125
H 1.868 -3.390 -1.502
O -0.204 -3.480 0.226
H -0.917 -2.760 0.255
H -3.157 -1.777 0.350
O -2.217 -1.866 0.508
H -2.654 1.251 -0.483
H -2.468 -0.080 -1.054
O -2.764 0.818 -1.358
H -2.808 0.710 2.062
H -3.594 1.467 0.785
O -2.777 1.647 1.259
*
```

***

Name the most stable of them. (b).

***

(a)
The following is a DFT calculation (wB97M-V/def2-TZVPD) of an isolated molecule of C8H14N2O5.

- Kohn-Sham gap: 9.89 eV
- SMILES: C[C@H](NC(=O)[C@@H](N)CCC(=O)O)C(=O)O
- M: 218.21 g mol⁻¹

Structure (ORCA input):
```
! wB97M-V def2-TZVPD RIJCOSX def2/J DEFGRID3
* xyz 0 1
C -2.136 -1.667 1.630
C -1.493 -0.850 0.483
N -1.960 0.542 0.524
C -1.321 1.606 -0.035
O -1.883 2.693 -0.111
C 0.136 1.309 -0.534
N 0.578 2.351 -1.362
C 1.203 1.035 0.569
C 2.570 0.687 -0.049
C 2.675 -0.777 -0.248
O 1.815 -1.428 -0.792
O 3.822 -1.346 0.129
C -1.993 -1.422 -0.922
O -2.955 -1.056 -1.541
O -1.178 -2.355 -1.478
H -1.916 -2.735 1.542
H -1.681 -1.244 2.547
H -3.203 -1.471 1.715
H -0.384 -0.825 0.413
H -2.942 0.714 0.718
H -0.021 0.470 -1.179
H 0.747 3.136 -0.781
H -0.140 2.676 -1.984
H 0.878 0.367 1.328
H 1.268 1.990 1.121
H 3.392 1.050 0.587
H 2.681 1.207 -1.044
H 3.724 -2.257 -0.161
H -0.282 -2.401 -1.086
*
```

***

(b)
The following is a DFT calculation (wB97M-V/def2-TZVPD) of an isolated molecule of C8H14N2O5.

- Kohn-Sham gap: 10.30 eV
- SMILES: COC1(OC)C(=N/O)/C(=N\O)CC[C@H]1O
- M: 218.21 g mol⁻¹

Structure (ORCA input):
```
! wB97M-V def2-TZVPD RIJCOSX def2/J DEFGRID3
* xyz 0 1
C -1.431 2.403 0.265
O -0.727 1.418 1.008
C 0.160 0.599 0.304
O 1.208 1.327 -0.313
C 1.919 2.226 0.523
C -0.482 -0.188 -0.841
N -1.002 0.522 -1.756
O -1.615 -0.004 -2.830
C -0.395 -1.662 -0.729
N -0.057 -2.497 -1.625
O 0.247 -1.994 -2.900
C -0.754 -2.263 0.599
C -0.357 -1.361 1.771
C 0.738 -0.389 1.344
O 1.827 -1.086 0.794
H -2.295 1.967 -0.241
H -1.762 3.137 0.999
H -0.785 2.870 -0.478
H 1.243 2.748 1.203
H 2.392 2.941 -0.148
H 2.688 1.708 1.106
H -1.358 -0.934 -2.991
H 0.605 -2.756 -3.376
H -0.258 -3.231 0.663
H -1.833 -2.438 0.612
H -1.201 -0.763 2.117
H 0.005 -1.969 2.598
H 1.061 0.200 2.217
H 2.220 -0.531 0.105
*
```

***

Name the most stable of them. (a).

***

(a)
The following is a DFT calculation (wB97M-V/def2-TZVPD) of an isolated molecule of C5H12NO.

- ⟨S²⟩: 0.754
- Kohn-Sham gap (alpha / beta): 9.75 / 7.30 eV
- M: 102.16 g mol⁻¹

Structure (ORCA input):
```
! wB97M-V def2-TZVPD RIJCOSX def2/J DEFGRID3
* xyz 0 2
C -2.470 0.631 -1.279
C -1.001 0.299 -1.442
N -0.309 0.053 -0.179
C -0.736 -1.176 0.433
C 1.128 0.131 -0.316
C 1.793 0.544 0.993
O 1.775 -0.413 1.952
H -2.959 0.702 -2.250
H -2.985 -0.194 -0.784
H -2.618 1.565 -0.752
H -0.486 1.104 -1.968
H -0.884 -0.585 -2.103
H -0.227 -1.343 1.382
H -1.799 -1.165 0.633
H -0.500 -2.056 -0.193
H 1.345 0.894 -1.070
H 1.583 -0.803 -0.681
H 2.850 0.791 0.799
H 1.341 1.469 1.378
*
```

***

(b)
The following is a DFT calculation (wB97M-V/def2-TZVPD) of an isolated molecule of C5H12NO.

- ⟨S²⟩: 0.754
- Kohn-Sham gap (alpha / beta): 9.89 / 7.25 eV
- M: 102.16 g mol⁻¹

Structure (ORCA input):
```
! wB97M-V def2-TZVPD RIJCOSX def2/J DEFGRID3
* xyz 0 2
C -0.374 -1.860 -0.181
C 0.749 -2.878 0.198
C -0.174 -0.446 0.458
N 0.243 0.518 -0.547
C 0.546 1.861 0.013
C -0.602 2.820 -0.239
O -0.644 3.306 -1.492
H -1.304 -2.265 0.218
H -0.469 -1.690 -1.252
H 1.482 -2.391 0.835
H 1.250 -3.182 -0.714
H 0.322 -3.759 0.666
H -1.154 -0.194 0.901
H 0.517 -0.501 1.297
H -0.504 0.613 -1.222
H 0.777 1.732 1.064
H 1.394 2.247 -0.536
H -0.506 3.701 0.428
H -1.549 2.369 0.106
*
```

***

(c)
The following is a DFT calculation (wB97M-V/def2-TZVPD) of a cluster of 2 separate species, C5H12NO in total.

- ⟨S²⟩: 0.755
- Kohn-Sham gap (alpha / beta): 10.13 / 7.77 eV
- M: 102.16 g mol⁻¹

Structure (ORCA input):
```
! wB97M-V def2-TZVPD RIJCOSX def2/J DEFGRID3
* xyz 0 2
C 2.567 -1.602 0.497
C 1.367 -1.896 1.411
C 0.301 -1.068 1.492
H 2.782 -2.427 -0.221
H 2.417 -0.620 0.011
H 3.520 -1.557 1.060
H 1.520 -2.872 1.910
H -0.642 -1.479 1.844
H 0.366 -0.049 1.105
C -1.657 0.903 -0.215
O -1.792 -0.399 0.151
C -0.573 1.123 -1.267
N -0.433 2.523 -1.643
H -2.598 1.295 -0.664
H -1.401 1.509 0.687
H 0.374 0.697 -0.859
H -0.846 0.504 -2.142
H 0.407 2.983 -1.317
H -0.555 2.791 -2.627
*
```

***

(d)
The following is a DFT calculation (wB97M-V/def2-TZVPD) of a cluster of 2 separate species, C5H12NO in total.

- ⟨S²⟩: 0.754
- Kohn-Sham gap (alpha / beta): 10.26 / 7.66 eV
- M: 102.16 g mol⁻¹

Structure (ORCA input):
```
! wB97M-V def2-TZVPD RIJCOSX def2/J DEFGRID3
* xyz 0 2
C 0.613 -1.772 1.895
C -0.707 -2.485 1.937
C -1.874 -1.926 1.658
H 1.393 -2.420 1.499
H 0.536 -0.870 1.283
H 0.918 -1.484 2.907
H -0.690 -3.526 2.253
H -2.811 -2.462 1.641
H -1.883 -0.872 1.398
C 0.296 1.773 -0.485
O -0.253 0.844 0.332
C 0.377 1.345 -1.966
N 0.818 2.434 -2.804
H -0.220 2.744 -0.427
H 1.324 1.998 -0.154
H 1.074 0.510 -2.045
H -0.604 0.961 -2.253
H 1.592 2.235 -3.412
H 0.101 2.973 -3.257
*
```

***

Name the most stable of them. (a).

***

(a)
The following is a DFT calculation (wB97M-V/def2-TZVPD) of an isolated molecule of C2H7N2.

- ⟨S²⟩: 0.751
- Kohn-Sham gap (alpha / beta): 4.69 / 9.85 eV
- M: 59.09 g mol⁻¹

Structure (ORCA input):
```
! wB97M-V def2-TZVPD RIJCOSX def2/J DEFGRID3
* xyz 0 2
C -0.058 -0.141 -0.584
C -0.256 0.359 0.656
N -1.590 0.744 0.983
N 1.266 -0.519 -1.037
H -0.948 -0.426 -1.104
H 0.561 0.650 1.394
H -1.538 1.360 1.865
H -2.402 0.039 1.030
H 1.427 -1.662 -1.086
H 1.938 -0.378 -0.279
H 1.601 -0.026 -1.838
*
```

***

(b)
The following is a DFT calculation (wB97M-V/def2-TZVPD) of an isolated molecule of C2H7N2.

- ⟨S²⟩: 0.753
- Kohn-Sham gap (alpha / beta): 6.25 / 10.06 eV
- M: 59.09 g mol⁻¹

Structure (ORCA input):
```
! wB97M-V def2-TZVPD RIJCOSX def2/J DEFGRID3
* xyz 0 2
C 1.036 1.268 -0.348
N -0.016 0.304 -0.382
C -0.212 -0.685 0.558
N -1.287 -1.526 0.482
H 0.959 1.930 -1.206
H 0.996 1.925 0.531
H 2.028 0.804 -0.370
H -0.667 0.399 -1.153
H 0.514 -0.720 1.357
H -2.137 -1.182 0.056
H -1.215 -2.516 0.476
*
```

***

Name the most stable of them. (b).